Density functional theory data (ωB97M-V/def2-TZVPD) for an isolated ion of composition C7H8N3O3S2 and charge +1.

Each line ends with the Löwdin charge.
Positions of all 23 atoms, in Å:
N (4.803, 1.162, -1.140)  0.36
N (3.692, 1.405, -1.118)  -0.03
C (2.433, 1.576, -1.137)  -0.41
S (1.599, 2.845, -2.141)  1.04
C (0.048, 2.250, -1.500)  -1.04
S (-1.305, 2.961, -2.165)  0.73
N (0.215, 1.443, -0.392)  -0.05
C (-1.042, 1.062, 0.398)  -0.06
C (-1.533, -0.427, 0.225)  -0.12
C (-1.045, -1.680, 0.945)  -0.35
O (0.343, -1.885, 0.679)  -0.04
C (-1.757, -2.913, 0.467)  -0.14
O (-1.154, -3.997, 0.383)  0.08
C (1.489, 1.155, -0.083)  -0.29
O (2.000, 0.544, 0.918)  0.20
H (-0.657, 1.192, 1.444)  0.15
H (-1.871, 1.685, 0.044)  0.09
H (-1.520, -0.602, -0.904)  0.16
H (-2.573, -0.360, 0.546)  0.12
H (-1.270, -1.479, 2.092)  0.20
H (0.386, -2.862, 0.639)  0.10
H (-2.861, -2.853, 0.409)  0.15
H (1.581, -0.221, 1.391)  0.17

Orbital gap in eV: 7.304
SMILES: N#[N+]c1sc(=S)n(CC[C@H](O)C=O)c1O
Relative energy (zero: lowest compared OMol25 entry of this formula, charge and spin) in kcal/mol: 0.0
E_LUMO in eV: -5.18
E in Ha: -1457.54474
E_HOMO in eV: -12.483
Charge: +1

---

Density functional theory data (ωB97M-V/def2-TZVPD) for one molecule with the formula C4H4NOP.

Each line ends with the Löwdin charge.
Positions of all 11 atoms, in Å:
O (-3.390, 1.016, -0.059)  -0.48
P (-3.112, -0.392, -0.228)  0.93
C (-1.060, -0.538, -0.136)  -0.45
C (-0.304, 0.590, 0.356)  -0.16
C (1.022, 0.380, 0.109)  -0.17
N (1.217, -0.722, -0.728)  0.04
C (0.007, -1.242, -0.994)  -0.12
H (-1.122, -1.042, 0.823)  0.09
H (-0.510, 1.457, 1.050)  0.13
H (1.775, 1.073, 0.419)  0.09
H (-0.394, -2.067, -1.641)  0.11

Orbital gap in eV: 7.761
SMILES: O=P[C@@H]1C=CN=C1
Relative energy (zero: lowest compared OMol25 entry of this formula, charge and spin) in kcal/mol: 39.2
E_LUMO in eV: -1.22
E in Ha: -626.07854
E_HOMO in eV: -8.982
Charge: 0

---

Density functional theory data (ωB97M-V/def2-TZVPD) for a 3-piece molecular cluster, C4H9NO2 overall.

Each line ends with the Löwdin charge.
Positions of all 16 atoms, in Å:
C (-2.390, 0.845, 0.665)  -0.44
N (-2.111, -0.428, 0.919)  0.06
C (0.742, -0.491, 0.514)  -0.04
C (1.435, 0.098, -0.662)  -0.12
C (1.257, 1.344, -1.186)  0.12
O (2.174, -2.379, -0.581)  -0.24
O (-1.452, 1.659, 0.356)  -0.08
H (-3.410, 1.264, 0.669)  0.13
H (-2.938, -1.051, 1.180)  0.08
H (1.118, -0.120, 1.459)  0.10
H (1.121, -1.603, 0.404)  0.09
H (-0.341, -0.541, 0.354)  0.08
H (1.829, -0.750, -1.267)  0.11
H (0.526, 1.947, -0.670)  0.05
H (2.043, 1.877, -1.798)  0.10
H (2.788, -3.044, -0.954)  0.00

Orbital gap in eV: 4.419
Relative energy (zero: lowest compared OMol25 entry of this formula, charge and spin) in kcal/mol: 241.4
E_LUMO in eV: -4.62
E in Ha: -362.70086
E_HOMO in eV: -9.040
Charge: 0

---

Density functional theory data (ωB97M-V/def2-TZVPD) for a 11-piece molecular cluster, C44H66O33 overall.

Each line ends with the Löwdin charge.
Positions of all 143 atoms, in Å:
C (2.256, 3.631, -6.913)  -0.01
C (3.331, 4.706, -6.678)  -0.34
C (2.950, 6.207, -6.874)  -0.07
O (3.492, 6.721, -5.660)  0.06
C (3.702, 5.756, -4.745)  -0.52
O (3.919, 6.000, -3.556)  0.13
O (3.625, 4.586, -5.364)  0.08
H (1.922, 3.763, -7.943)  0.08
H (1.388, 3.760, -6.266)  0.09
H (2.537, 2.599, -6.704)  0.09
H (4.289, 4.622, -7.192)  0.16
H (1.876, 6.383, -6.935)  0.13
H (3.395, 6.605, -7.786)  0.13
C (-2.746, 6.437, 10.031)  -0.03
C (-3.423, 6.414, 11.383)  -0.34
C (-3.791, 7.750, 12.005)  -0.09
O (-4.924, 7.380, 12.774)  0.07
C (-5.467, 6.254, 12.240)  -0.50
O (-6.598, 5.810, 12.464)  0.12
O (-4.683, 5.770, 11.239)  0.08
H (-2.870, 5.530, 9.439)  0.09
H (-1.697, 6.724, 9.957)  0.09
H (-3.246, 7.171, 9.399)  0.08
H (-2.860, 5.748, 12.037)  0.16
H (-3.992, 8.491, 11.231)  0.14
H (-3.004, 8.123, 12.661)  0.14
C (0.488, -0.441, 11.304)  -0.03
C (-0.883, -1.023, 10.997)  -0.34
C (-0.834, -2.432, 10.492)  -0.11
O (-1.628, -3.228, 11.339)  0.10
C (-2.170, -2.434, 12.270)  -0.48
O (-2.989, -2.781, 13.181)  0.08
O (-1.662, -1.200, 12.141)  0.10
H (0.519, 0.350, 12.054)  0.09
H (0.857, -0.054, 10.355)  0.09
H (1.224, -1.193, 11.587)  0.08
H (-1.228, -0.273, 10.285)  0.15
H (0.164, -2.863, 10.423)  0.14
H (-1.203, -2.455, 9.467)  0.14
C (1.832, -0.935, -1.501)  -0.02
C (0.749, -0.118, -0.769)  -0.32
C (-0.694, -0.646, -0.811)  -0.07
O (-1.180, -0.343, 0.493)  0.09
C (-0.228, 0.029, 1.306)  -0.55
O (-0.347, 0.286, 2.506)  0.11
O (0.925, 0.095, 0.606)  0.08
H (2.806, -0.458, -1.608)  0.08
H (1.424, -1.234, -2.466)  0.09
H (2.079, -1.839, -0.943)  0.08
H (0.828, 0.869, -1.224)  0.15
H (-0.711, -1.718, -1.007)  0.14
H (-1.291, -0.111, -1.551)  0.14
C (-3.187, 11.349, -4.814)  -0.01
C (-2.495, 10.630, -3.602)  -0.33
C (-3.224, 10.901, -2.302)  -0.11
O (-3.133, 9.671, -1.645)  0.08
C (-2.626, 8.701, -2.395)  -0.47
O (-2.502, 7.482, -2.094)  0.10
O (-2.496, 9.218, -3.667)  0.07
H (-4.212, 10.981, -4.842)  0.08
H (-2.644, 10.978, -5.684)  0.08
H (-3.120, 12.436, -4.789)  0.09
H (-1.446, 10.926, -3.610)  0.15
H (-4.252, 11.179, -2.537)  0.14
H (-2.681, 11.683, -1.771)  0.14
C (1.786, -8.163, -5.517)  -0.02
C (1.059, -9.324, -4.851)  -0.34
C (1.799, -10.040, -3.797)  -0.14
O (0.926, -10.145, -2.732)  0.08
C (-0.184, -9.395, -2.963)  -0.52
O (-1.118, -9.263, -2.198)  0.15
O (-0.020, -8.774, -4.135)  0.10
H (1.117, -7.566, -6.137)  0.09
H (2.632, -8.493, -6.119)  0.09
H (2.244, -7.484, -4.798)  0.09
H (0.752, -9.968, -5.676)  0.15
H (2.759, -9.663, -3.445)  0.15
H (1.892, -11.030, -4.243)  0.14
C (6.806, -6.340, -11.783)  -0.01
C (6.802, -4.814, -11.613)  -0.30
C (5.499, -4.044, -11.711)  -0.11
O (5.464, -3.323, -10.481)  0.05
C (6.491, -3.720, -9.620)  -0.54
O (6.648, -3.244, -8.520)  0.15
O (7.248, -4.553, -10.273)  0.09
H (5.990, -6.811, -11.234)  0.09
H (7.784, -6.643, -11.411)  0.09
H (6.713, -6.569, -12.845)  0.09
H (7.558, -4.288, -12.197)  0.15
H (4.660, -4.671, -12.011)  0.13
H (5.664, -3.366, -12.549)  0.13
C (-7.174, -1.489, -10.833)  -0.01
C (-5.876, -2.285, -10.813)  -0.32
C (-4.674, -1.536, -11.290)  -0.17
O (-3.673, -1.773, -10.393)  0.10
C (-4.209, -2.273, -9.251)  -0.56
O (-3.581, -2.506, -8.257)  0.16
O (-5.465, -2.577, -9.480)  0.11
H (-6.971, -0.598, -10.238)  0.09
H (-7.975, -2.091, -10.404)  0.09
H (-7.369, -1.104, -11.834)  0.09
H (-5.946, -3.202, -11.398)  0.15
H (-4.973, -0.490, -11.349)  0.13
H (-4.491, -1.740, -12.345)  0.14
C (1.646, -6.449, 3.887)  0.00
C (2.296, -7.836, 3.951)  -0.37
C (3.658, -7.982, 3.325)  -0.10
O (4.367, -8.649, 4.344)  0.07
C (3.636, -8.747, 5.480)  -0.53
O (3.997, -9.196, 6.543)  0.15
O (2.437, -8.171, 5.281)  0.09
H (0.616, -6.564, 4.225)  0.09
H (1.578, -5.921, 2.936)  0.09
H (2.278, -5.920, 4.600)  0.09
H (1.671, -8.596, 3.482)  0.15
H (4.154, -7.065, 3.007)  0.14
H (3.504, -8.695, 2.514)  0.13
C (5.546, 3.829, 4.249)  -0.02
C (6.919, 3.174, 4.143)  -0.28
C (7.146, 2.302, 2.946)  -0.14
O (7.985, 3.023, 2.076)  0.05
C (8.429, 4.188, 2.736)  -0.54
O (9.189, 4.982, 2.283)  0.17
O (7.898, 4.244, 3.944)  0.09
H (5.546, 4.583, 5.035)  0.08
H (4.720, 3.209, 4.596)  0.08
H (5.173, 4.233, 3.308)  0.09
H (7.235, 2.668, 5.055)  0.15
H (6.233, 1.880, 2.527)  0.14
H (7.729, 1.440, 3.270)  0.13
C (-7.422, 1.229, 5.340)  -0.01
C (-7.273, 0.181, 6.468)  -0.30
C (-8.547, -0.267, 7.154)  -0.11
O (-8.603, -1.646, 6.995)  0.10
C (-7.541, -2.033, 6.332)  -0.61
O (-7.274, -3.214, 6.197)  0.13
O (-6.810, -1.033, 5.919)  0.12
H (-7.933, 0.767, 4.496)  0.09
H (-6.464, 1.651, 5.037)  0.08
H (-8.050, 2.092, 5.561)  0.08
H (-6.589, 0.552, 7.232)  0.15
H (-9.388, 0.199, 6.642)  0.14
H (-8.494, -0.014, 8.213)  0.14

Orbital gap in eV: 10.635
SMILES: C[C@H]1COC(=O)O1.C[C@H]1COC(=O)O1.C[C@H]1COC(=O)O1.C[C@H]1COC(=O)O1.C[C@H]1COC(=O)O1.C[C@H]1COC(=O)O1.C[C@H]1COC(=O)O1.C[C@H]1COC(=O)O1.C[C@H]1COC(=O)O1.C[C@H]1COC(=O)O1.C[C@H]1COC(=O)O1
Relative energy (zero: lowest compared OMol25 entry of this formula, charge and spin) in kcal/mol: 162.0
E_LUMO in eV: 0.24
E in Ha: -4199.10924
E_HOMO in eV: -10.399
Charge: 0

---

Density functional theory data (ωB97M-V/def2-TZVPD) for a 14-piece molecular cluster, C4H35NO16 overall.

Each line ends with the Löwdin charge.
Positions of all 56 atoms, in Å:
O (1.014, -0.670, -0.423)  -0.13
C (0.045, -0.845, 0.662)  -0.37
C (-0.942, 0.287, 0.701)  -0.30
C (-0.590, 1.555, -0.070)  -0.07
C (-1.818, 2.382, -0.351)  -0.21
O (-1.931, 3.041, -1.360)  0.05
N (-1.278, 0.506, 2.123)  0.09
H (0.665, -0.992, 1.559)  0.13
H (-1.852, -0.034, 0.151)  0.12
H (0.179, 2.103, 0.456)  0.11
H (-0.255, 1.193, -1.034)  0.10
H (-2.646, 2.285, 0.349)  0.11
H (-0.586, 1.154, 2.493)  0.05
H (-2.226, 0.817, 2.312)  0.07
H (0.032, 3.748, 2.988)  0.05
H (1.099, 3.098, 2.094)  0.01
O (0.534, 2.936, 2.866)  -0.06
H (2.247, -0.034, 0.436)  0.06
H (3.281, 0.117, 1.607)  0.02
O (3.225, 0.283, 0.657)  -0.10
H (-0.747, 2.629, -2.583)  0.00
H (-0.755, 2.123, -4.075)  0.06
O (-0.190, 2.442, -3.362)  -0.06
H (-3.481, 0.571, 0.261)  -0.01
H (-4.867, 0.257, 0.552)  0.05
O (-4.184, 0.841, 0.912)  -0.09
H (0.307, 0.701, -3.070)  0.01
H (0.336, -0.410, -1.931)  0.00
O (0.276, -0.264, -2.903)  -0.09
H (2.264, -3.119, -0.763)  0.03
H (2.081, -2.839, -2.339)  0.03
O (1.581, -2.985, -1.508)  -0.08
H (1.634, -1.195, -3.782)  0.02
H (3.158, -1.143, -3.263)  0.05
O (2.478, -1.674, -3.689)  -0.07
H (-1.701, -2.909, 3.585)  0.07
H (-1.527, -1.591, 2.829)  0.03
O (-1.160, -2.491, 2.908)  -0.05
H (-2.265, -2.478, -1.103)  0.04
H (-2.393, -2.383, -2.573)  0.07
O (-2.958, -2.407, -1.782)  -0.05
H (2.732, -2.430, 1.069)  0.05
H (3.826, -2.176, 0.095)  0.08
O (3.288, -2.908, 0.448)  -0.02
H (1.504, -0.472, 3.548)  0.06
H (2.067, 0.973, 3.567)  0.06
O (2.085, 0.137, 3.079)  -0.05
H (3.550, 3.289, 0.766)  0.04
H (2.841, 1.792, 0.705)  -0.02
O (2.733, 2.787, 0.723)  -0.09
H (-3.249, -0.581, -1.659)  0.03
H (-4.064, 0.674, -1.984)  0.08
O (-3.249, 0.393, -1.553)  -0.05
H (-0.840, -2.418, 1.206)  0.06
H (1.234, -1.594, -0.882)  0.08
O (-0.546, -2.068, 0.336)  0.00

Orbital gap in eV: 9.860
Relative energy (zero: lowest compared OMol25 entry of this formula, charge and spin) in kcal/mol: 69.1
E_LUMO in eV: 0.05
E in Ha: -1432.01322
E_HOMO in eV: -9.810
Charge: 0

---

Density functional theory data (ωB97M-V/def2-TZVPD) for a 2-piece molecular cluster, C7H10O3 overall.

Each line ends with the Löwdin charge.
Positions of all 20 atoms, in Å:
C (2.055, -0.555, 1.549)  0.11
C (1.496, -0.649, 0.345)  -0.28
C (2.248, -0.632, -0.947)  -0.05
C (0.030, -0.858, 0.260)  -0.49
O (-0.702, -0.989, 1.255)  0.05
O (-0.412, -1.199, -0.950)  0.11
H (1.452, -0.620, 2.439)  0.08
H (3.117, -0.415, 1.669)  0.07
H (2.123, -1.580, -1.468)  0.09
H (1.853, 0.149, -1.597)  0.08
H (3.310, -0.463, -0.770)  0.08
H (-1.403, -1.143, -0.946)  0.12
C (-0.290, 2.138, -0.162)  0.12
C (-1.307, 1.501, -0.234)  -0.09
C (-2.751, 0.983, -0.279)  -0.26
O (-2.826, -0.386, -0.068)  -0.14
H (0.637, 2.625, -0.053)  0.03
H (-3.143, 1.209, -1.278)  0.12
H (-3.311, 1.544, 0.483)  0.12
H (-2.176, -0.660, 0.753)  0.12

Orbital gap in eV: 10.519
SMILES: C=C(C)C(=O)O.C#CCO
Relative energy (zero: lowest compared OMol25 entry of this formula, charge and spin) in kcal/mol: 52.0
E_LUMO in eV: 0.35
E in Ha: -498.35988
E_HOMO in eV: -10.166
Charge: 0